[1]
10 unconnected molecules or ions with the total composition C16H52N8O16 in a non-equilibrium geometry, computed with the ωB97M-V functional and the def2-TZVPD basis.

```
92
C16H52N8O16 (the ωB97M-V functional and the def2-TZVPD basis)
C -1.46312 -3.97272 -0.42631
O -2.04745 -4.63995 0.44871
N -0.90260 -2.65006 -0.24159
N -1.08136 -4.56633 -1.57758
H -1.65174 -2.03816 0.04478
H -0.43427 -2.10023 -0.95898
H -1.16424 -5.53717 -1.64387
H -0.55824 -4.07301 -2.26249
C 1.96197 -1.85127 -3.58784
O 1.13376 -2.45642 -2.92610
N 2.92685 -2.53224 -4.38578
N 1.90777 -0.52010 -3.57187
H 2.53934 -3.48440 -4.40802
H 2.85955 -2.16684 -5.30831
H 1.19473 -0.09067 -3.00895
H 2.45556 0.07989 -4.17114
C -1.31574 0.70335 4.22669
O -0.92601 0.33259 3.08416
N -0.49330 1.51199 4.92815
N -2.59629 0.28240 4.73317
H -0.64474 2.04006 5.75960
H 0.41248 1.54172 4.47549
H -2.89662 0.73291 5.58052
H -3.29424 -0.03826 4.11604
C -0.44799 0.63643 -0.46599
O -1.66772 0.32033 -0.49728
N 0.06423 1.36843 -1.50541
N 0.40135 0.36348 0.53668
H -0.71429 1.67787 -2.08196
H 0.65097 2.17043 -1.39086
H -0.00569 -0.02003 1.34131
H 1.38335 0.14235 0.37191
C -1.51602 4.55456 -2.48118
C -0.79753 4.75137 -1.17897
O 0.57616 4.58314 -1.36795
O -1.25670 3.27366 -3.11935
H -1.22822 5.26831 -3.25076
H -2.58273 4.67302 -2.25301
H -1.13214 4.02569 -0.43911
H -1.03814 5.74170 -0.84517
H 0.98501 4.40915 -0.52081
H -2.04700 2.75220 -3.31785
C -4.02986 -0.82344 -2.73140
C -4.05575 0.24437 -3.80665
O -3.17207 1.33692 -3.55455
O -2.66533 -1.28326 -2.60601
H -4.62204 -1.67596 -3.01558
H -4.40460 -0.40105 -1.78419
H -5.10102 0.60710 -3.95952
H -3.71463 -0.29382 -4.70105
H -2.37796 0.88715 -3.22546
H -2.20899 -0.81751 -1.87915
C 4.43690 0.12405 -0.81146
C 4.00202 -1.31534 -0.54212
O 3.41087 -1.33557 0.71945
O 5.47606 0.58042 0.01097
H 3.62041 0.85547 -0.61959
H 4.76585 0.24968 -1.86286
H 4.91791 -1.97274 -0.39879
H 3.49552 -1.83054 -1.34697
H 3.07796 -2.25708 0.84860
H 5.34102 0.48957 0.97218
C 1.98392 -5.05100 2.65741
C 1.58460 -4.68159 1.24000
O 1.77710 -3.30855 0.93535
O 1.83224 -6.39810 2.89402
H 1.35122 -4.47079 3.36740
H 3.00747 -4.77457 2.87926
H 0.50733 -4.87914 1.07599
H 2.08910 -5.25964 0.48776
H 0.93214 -2.88440 0.68381
H 1.22393 -6.59323 3.60088
C 3.48717 1.86233 2.81293
C 3.34639 2.94702 1.70230
O 2.23135 2.83822 0.79427
O 2.44797 1.98758 3.75982
H 4.48294 1.80934 3.25763
H 3.33048 0.86546 2.33796
H 4.23022 2.99447 1.08779
H 3.25921 3.89843 2.25697
H 1.81241 2.00834 1.03394
H 2.77246 2.66062 4.39698
C -3.66094 2.46853 1.84937
C -4.19276 1.08113 1.74523
O -5.41747 1.08338 0.99390
O -3.09999 2.78652 0.60710
H -2.85330 2.52493 2.55928
H -4.47968 3.07835 2.23760
H -4.54061 0.65372 2.70770
H -3.43776 0.38808 1.27028
H -5.37241 1.66792 0.22327
H -2.37594 2.12908 0.38524
```

Summary:
Structure (SMILES) ... NC(N)=O.NC(N)=O.NC(N)=O.NC(N)=O.OCCO.OCCO.OCCO.OCCO.OCCO.OCCO
Gap between HOMO and LUMO ... 9.9153 eV
ΔE to the lowest compared entry with this formula, charge and spin ... 26.6 kcal/mol
Total charge ... 0

These are the Mulliken partial charges, in e, on atoms 1 to 4: 0.400, -0.705, 0.072, -0.269

***

[2]
8 unconnected molecules or ions with the total composition C20H60N12O8 in a non-equilibrium geometry, computed with the ωB97M-V functional and the def2-TZVPD basis.

```
100
C20H60N12O8 (the ωB97M-V functional and the def2-TZVPD basis)
C 0.37429 5.51315 -0.57615
O 1.33463 4.94546 -1.08082
N 0.12413 6.84795 -0.53434
N -0.58902 4.80707 0.10217
H 0.90513 7.42940 -0.78660
H -0.68048 7.13056 -0.01599
H -1.39090 5.25665 0.49824
H -0.56431 3.80032 0.07321
C 3.65844 -1.72656 -0.46569
O 4.30356 -1.23565 -1.37918
N 4.04791 -2.82666 0.20146
N 2.49576 -1.19375 0.07853
H 3.42797 -3.30188 0.82777
H 4.85781 -3.29628 -0.16763
H 2.17556 -1.62713 0.92070
H 2.14903 -0.32401 -0.28183
C -0.27842 0.91518 -0.28373
O -0.69276 1.34210 0.80347
N 0.74387 1.41848 -0.96224
N -0.80265 -0.17058 -0.91826
H 1.32071 2.18476 -0.65004
H 1.09162 0.87284 -1.75026
H -0.35004 -0.45014 -1.79309
H -1.40657 -0.77109 -0.38422
C -1.14824 2.23774 4.34938
O -1.34657 2.46365 5.54539
N -0.58571 3.20594 3.56324
N -1.28763 1.08388 3.67452
H -0.49654 3.12160 2.56417
H -0.55314 4.13214 3.95108
H -1.05538 1.08766 2.69514
H -1.66749 0.22385 4.00377
C -4.83724 0.84593 2.52444
C -4.05302 0.18967 1.35455
C -3.59526 -1.17823 1.88996
O -2.64327 -1.08845 2.93505
C -2.64169 -2.12557 3.86119
N -4.98804 0.04018 0.23947
H -4.27979 0.88221 3.45956
H -5.69825 0.21737 2.78642
H -5.36180 1.77063 2.28430
H -3.20260 0.75293 0.96919
H -3.24497 -1.94715 1.18719
H -4.52695 -1.67948 2.19301
H -1.88354 -1.95330 4.62300
H -2.57767 -3.12962 3.42063
H -3.61744 -2.20881 4.36249
H -4.46116 -0.54188 -0.41112
H -5.83429 -0.41450 0.56047
C 0.44056 0.61259 -4.63288
C 0.76041 -0.78525 -4.13163
C 1.87647 -1.41884 -4.96279
O 2.23297 -2.71896 -4.45836
C 1.20054 -3.63780 -4.21857
N 1.27239 -0.74644 -2.76063
H 0.06559 0.67438 -5.65328
H 1.36531 1.19141 -4.54501
H -0.26603 1.18766 -4.02982
H -0.10320 -1.45375 -4.10566
H 2.76823 -0.80941 -5.07778
H 1.44292 -1.71236 -5.92804
H 0.70614 -3.37229 -3.26940
H 1.44416 -4.67820 -4.01311
H 0.33346 -3.61403 -4.88764
H 1.66224 -1.66115 -2.53516
H 2.17691 -0.26430 -2.75584
C 5.56834 3.16880 5.21909
C 4.90223 1.80020 5.17898
C 3.98637 1.55599 3.96391
O 4.67928 1.87097 2.76765
C 3.83991 1.85522 1.61652
N 6.00765 0.81244 5.28183
H 6.08559 3.42127 6.14348
H 4.76033 3.91373 5.18894
H 6.17905 3.35116 4.33627
H 4.26437 1.67794 6.05825
H 3.15902 2.26591 4.09866
H 3.44839 0.60378 3.95385
H 2.83429 2.18021 1.89254
H 3.78460 0.81080 1.29298
H 4.37456 2.41317 0.85166
H 6.44397 0.87244 4.36896
H 6.61920 1.08962 6.03381
C -3.25764 -2.00427 -4.61105
C -3.38623 -2.48474 -3.15071
C -2.12474 -3.12514 -2.56478
O -1.69637 -4.27070 -3.24921
C -2.64940 -5.30653 -3.32179
N -3.83404 -1.34605 -2.31002
H -2.52148 -1.21625 -4.77232
H -4.20587 -1.67223 -5.03423
H -2.97096 -2.88061 -5.20058
H -4.13940 -3.26531 -3.04103
H -2.32336 -3.50060 -1.54877
H -1.36475 -2.36578 -2.35641
H -3.00745 -5.61441 -2.33346
H -2.22334 -6.22554 -3.72587
H -3.52795 -5.15993 -3.95424
H -4.64320 -0.90564 -2.73507
H -3.10766 -0.64182 -2.43419
```

Summary:
Structure (SMILES) ... COC[C@H](C)N.COC[C@H](C)N.COC[C@H](C)N.COC[C@H](C)N.NC(N)=O.NC(N)=O.NC(N)=O.NC(N)=O
Gap between HOMO and LUMO ... 8.9089 eV
ΔE to the lowest compared entry with this formula, charge and spin ... 65.9 kcal/mol
Total charge ... 0

These are the Mulliken partial charges, in e, on atoms 1 to 4: 0.601, -0.641, -0.415, -0.253

***

[3]
C21H14F2N2O2S in the gas phase in a non-equilibrium geometry, computed with the ωB97M-V functional and the def2-TZVPD basis.

```
42
C21H14F2N2O2S (the ωB97M-V functional and the def2-TZVPD basis)
O -4.23445 -1.49118 -0.47292
F -4.34659 -4.43252 -0.37029
F -3.87490 -1.25232 3.19179
N 5.46188 4.05572 -0.00223
O 3.68604 3.93294 1.36743
S 0.21017 -0.28294 0.50163
C -3.58628 -1.78891 0.49291
C 4.26297 3.55515 0.18991
C 5.65669 4.84828 1.12603
C 4.55889 4.81206 1.92898
C -0.59233 0.70673 -1.73564
C -1.75467 0.09605 -1.17111
C 0.50746 0.59558 -0.93925
C -1.46835 -0.56744 -0.01066
C -5.26560 -4.64068 3.14149
C -5.09012 -4.97071 1.80497
C -4.91225 -3.35923 3.58916
C 4.27333 2.24644 -1.90529
C 2.37995 2.07347 -0.43694
C 3.66212 1.33631 -2.78933
C -4.54381 -4.02015 0.91258
C -4.33922 -2.44509 2.71190
C 3.64823 2.61701 -0.71651
C -4.16651 -2.75340 1.36831
C 1.77448 1.16264 -1.30243
C 2.43845 0.76402 -2.49036
N -2.32393 -1.31527 0.78252
C 1.86394 -0.24883 -3.47108
H 6.55514 5.43321 1.25775
H 4.41994 5.40016 2.87134
H -0.55476 1.28533 -2.68330
H -2.73738 0.10607 -1.68089
H -5.72620 -5.38482 3.81032
H -5.34877 -5.95260 1.43764
H -5.04432 -3.07358 4.63625
H 5.19911 2.69934 -2.12442
H 1.83267 2.39147 0.46992
H 4.20870 1.08079 -3.70057
H -1.86344 -1.74330 1.59526
H 1.34085 -1.04087 -2.92395
H 1.18715 0.22855 -4.17951
H 2.64574 -0.66348 -4.08146
```

Summary:
Structure (SMILES) ... Cc1ccc(-c2ncco2)cc1-c1ccc(NC(=O)c2c(F)cccc2F)s1
Gap between HOMO and LUMO ... 8.3762 eV
ΔE to the lowest compared entry with this formula, charge and spin ... 0.0 kcal/mol
Total charge ... 0

These are the Mulliken partial charges, in e, on atoms 1 to 4: -0.575, -0.277, -0.280, -0.537

***

[4]
2 unconnected molecules or ions with the total composition C5H13NO2 in a non-equilibrium geometry, computed with the ωB97M-V functional and the def2-TZVPD basis.

```
21
C5H13NO2 (the ωB97M-V functional and the def2-TZVPD basis)
C -1.09156 2.35902 1.05125
N -1.28175 1.22654 0.28542
C -0.48071 -2.49256 0.28768
C -0.94452 -1.11971 -0.16429
C -0.25059 0.14376 0.37911
C 0.77180 0.56383 -0.69487
O -0.15451 2.41104 1.81178
H -1.80619 3.20299 0.89022
H -2.19597 0.96838 -0.02282
H -0.20967 -2.53931 1.40985
H -1.05304 -3.31556 -0.18845
H 0.55766 -2.63220 -0.09339
H -0.85945 -1.00319 -1.27544
H -2.00569 -1.15880 0.09408
H 0.14625 -0.12529 1.39268
H 1.14639 1.58136 -0.68955
H 0.35748 0.54620 -1.70653
H 1.55964 -0.19803 -0.67213
H 2.06106 -1.52472 -1.71205
H 3.49668 -1.58972 -2.14824
O 2.69424 -2.12190 -2.11230
```

Summary:
Structure (SMILES) ... CC[C@@H](C)NC=O.O
Gap between HOMO and LUMO ... 10.6762 eV
ΔE to the lowest compared entry with this formula, charge and spin ... 37.8 kcal/mol
Total charge ... 0

These are the Mulliken partial charges, in e, on atoms 1 to 4: -0.058, -0.248, -1.065, -0.798

***

[5]
3 unconnected molecules or ions with the total composition C8H15Cl4N, computed with the ωB97M-V functional and the def2-TZVPD basis.

```
28
C8H15Cl4N (the ωB97M-V functional and the def2-TZVPD basis)
Cl -2.99728 -0.78780 0.97970
C -1.92752 -0.02494 -0.24207
C -2.32256 -0.46710 -1.61285
Cl -1.24026 0.29923 -2.80547
H -0.91441 -0.30561 0.03018
H -2.05632 1.04986 -0.14628
H -3.34229 -0.14565 -1.82048
H -2.29192 -1.54255 -1.76314
Cl -2.73782 2.26303 3.10378
C -1.04257 2.76138 3.46468
C -0.15398 1.54307 3.31528
Cl 1.56003 2.03592 3.21213
H -1.00730 3.15314 4.47455
H -0.81174 3.50867 2.71522
H -0.37381 1.01403 2.39066
H -0.32312 0.83786 4.12585
C 1.11977 -1.81393 -0.52835
C 1.87164 -0.64080 -1.12260
C 2.70081 -1.00789 -2.34465
C 1.87890 -1.43728 -3.48679
N 1.21883 -1.78041 -4.35860
H 1.71962 -2.73282 -0.54596
H 0.18286 -2.03964 -1.03485
H 0.93598 -1.66397 0.53914
H 2.53445 -0.19742 -0.37885
H 1.15099 0.13646 -1.38968
H 3.35487 -1.85252 -2.11412
H 3.31413 -0.16234 -2.65644
```

Summary:
Structure (SMILES) ... CCCC#N.ClCCCl.ClCCCl
Gap between HOMO and LUMO ... 11.4413 eV
ΔE to the lowest compared entry with this formula, charge and spin ... 0.0 kcal/mol
Total charge ... 0

These are the Mulliken partial charges, in e, on atoms 1 to 4: -0.205, 0.141, -0.573, -0.177